# 1
A molecular structure, C53H48CoN4O5P, computed with wB97M-V/def2-TZVPD.

Geometry as XYZ:
```
112
Properties=species:S:1:pos:R:3:mulliken_charge:R:1
Co -0.30 -0.66 0.22 0.606
C 3.74 -0.94 -2.94 -0.622
O 2.78 0.12 -3.01 -0.552
C 1.96 -0.05 -1.93 0.006
N 2.18 -1.02 -1.16 0.488
C 3.34 -1.75 -1.68 0.494
C 4.42 -1.87 -0.64 0.553
C 5.22 -3.00 -0.59 -0.402
C 6.24 -3.11 0.36 -0.742
C 6.45 -2.08 1.26 -0.477
C 5.64 -0.95 1.23 -0.675
C 4.63 -0.84 0.28 -0.076
C 0.96 1.04 -1.77 0.311
C 0.89 2.00 -2.76 -1.203
C 0.06 3.09 -2.58 -0.874
C -0.59 3.22 -1.36 -0.889
C -0.44 2.23 -0.41 0.375
N 0.23 1.09 -0.65 0.984
C -0.98 2.52 0.95 -0.405
N -0.57 2.08 2.05 -0.206
C -1.34 2.78 3.09 0.086
C -2.45 3.49 2.31 -0.944
O -1.95 3.49 0.96 -0.386
C -1.79 1.85 4.19 -0.373
C -1.02 0.74 4.52 0.023
C -1.43 -0.12 5.53 -0.056
C -2.62 0.11 6.21 -0.455
C -3.39 1.22 5.89 -0.810
C -2.98 2.08 4.88 -0.456
H 4.74 -0.50 -2.86 0.326
H 3.66 -1.53 -3.86 0.360
H 3.03 -2.75 -1.97 -0.174
H 5.04 -3.82 -1.28 0.314
H 6.85 -4.00 0.39 0.391
H 7.23 -2.17 2.01 0.385
H 5.78 -0.17 1.96 0.383
H 3.96 0.01 0.31 0.178
H 1.49 1.88 -3.65 0.577
H -0.06 3.83 -3.35 0.429
H -1.20 4.08 -1.14 0.557
H -0.65 3.52 3.53 0.612
H -2.63 4.52 2.61 0.294
H -3.38 2.92 2.31 0.501
H -0.12 0.54 3.96 0.505
H -0.83 -0.99 5.75 0.296
H -2.95 -0.57 6.99 0.423
H -4.32 1.41 6.40 0.360
H -3.60 2.93 4.62 0.363
O 1.99 0.42 1.57 -0.763
C 1.10 -0.42 1.60 0.055
C 1.16 -1.40 2.78 -0.342
C 2.06 -1.22 3.82 -0.142
C 2.08 -2.10 4.89 -0.876
C 1.18 -3.18 4.90 -0.828
C 0.29 -3.36 3.86 0.086
C 0.27 -2.47 2.79 -0.075
P -0.76 -2.62 1.24 2.874
C -2.34 -3.17 2.00 0.798
C -3.24 -4.02 1.35 -0.736
C -4.42 -4.40 1.96 -0.888
C -4.75 -3.93 3.22 -0.766
C -3.87 -3.08 3.88 -0.464
C -2.68 -2.72 3.27 -0.820
C 0.04 -4.18 0.69 1.275
C -0.29 -5.44 1.20 -0.815
C 0.39 -6.57 0.77 -0.906
C 1.40 -6.46 -0.17 -0.815
C 1.74 -5.22 -0.68 -0.392
C 1.06 -4.08 -0.25 1.013
H 2.74 -0.38 3.76 0.469
H 2.78 -1.97 5.70 0.373
H 1.19 -3.88 5.73 0.408
H -0.39 -4.20 3.89 0.324
H -3.01 -4.37 0.35 0.475
H -5.11 -5.06 1.43 0.413
H -5.68 -4.22 3.69 0.383
H -4.11 -2.70 4.86 0.478
H -2.01 -2.06 3.81 -0.144
H -1.08 -5.53 1.93 0.324
H 0.12 -7.54 1.18 0.404
H 1.93 -7.35 -0.51 0.375
H 2.53 -5.13 -1.41 0.327
H 1.30 -3.10 -0.65 -1.278
C -1.36 -3.42 -3.19 -2.109
C -1.27 -2.66 -1.87 0.474
O -1.91 -3.14 -0.91 -0.591
O -0.49 -1.67 -1.81 -0.142
H -2.41 -3.60 -3.43 0.330
H -0.88 -4.39 -3.05 0.431
H -0.88 -2.88 -4.00 0.279
C -2.52 -0.57 -4.37 -1.288
N -3.11 -0.76 -3.07 1.050
C -4.53 -1.01 -3.17 -1.115
C -2.76 0.37 -2.22 -0.788
C -3.22 0.31 -0.78 1.210
C -4.54 0.72 -0.54 0.123
C -5.09 0.69 0.73 -1.196
C -4.27 0.29 1.79 -0.817
C -2.95 -0.05 1.54 1.222
C -2.36 -0.09 0.26 -0.917
H -1.44 -0.48 -4.27 0.209
H -2.73 -1.43 -5.02 0.374
H -2.90 0.34 -4.88 0.359
H -4.69 -1.87 -3.83 0.346
H -5.08 -0.15 -3.60 0.256
H -4.94 -1.24 -2.20 0.306
H -3.17 1.30 -2.68 0.636
H -1.67 0.43 -2.25 -0.703
H -5.14 1.07 -1.37 0.372
H -6.11 1.00 0.90 0.333
H -4.65 0.27 2.80 0.491
H -2.33 -0.27 2.40 -0.343
```

Computed properties:
HOMO level (alpha / beta), eV: -3.6 / -4.0
Frontier orbital gap (alpha / beta), eV: 6.0 / 6.4
Total charge: -1
Lowest unoccupied orbital energy (alpha / beta), Eh: 0.086 / 0.086
Energy, eV: -118855.113
Spin multiplicity: 2

---

# 2
A molecular structure, C12H20F12N2O12S4Zn, computed with wB97M-V/def2-TZVPD.

Geometry as XYZ:
```
63
Properties=species:S:1:pos:R:3:mulliken_charge:R:1
Zn -0.01 -0.05 0.85 1.346
C -4.96 1.63 -1.99 0.672
F -5.74 0.54 -2.22 -0.178
F -3.96 1.68 -2.81 -0.182
F -5.73 2.75 -2.14 -0.218
S -4.18 1.57 -0.17 0.987
O -2.82 2.03 -0.42 -0.624
O -5.00 2.34 0.75 -0.542
N -3.78 -0.07 0.20 -0.337
S -5.16 -0.65 0.77 0.943
O -5.06 -1.05 2.14 -0.601
O -6.39 0.07 0.42 -0.558
C -5.39 -2.33 -0.20 0.619
F -5.56 -2.09 -1.52 -0.216
F -4.29 -3.11 -0.02 -0.219
F -6.50 -2.99 0.19 -0.209
C 5.21 -0.17 3.54 0.712
F 4.77 0.70 4.43 -0.202
F 6.44 -0.48 3.85 -0.221
F 4.48 -1.27 3.64 -0.229
S 5.10 0.46 1.68 0.913
O 6.31 1.23 1.34 -0.498
O 4.92 -0.77 0.90 -0.611
N 3.52 1.32 1.52 -0.338
S 3.89 2.85 2.08 0.887
O 2.68 3.59 2.53 -0.625
O 5.10 2.98 2.94 -0.528
C 4.32 3.95 0.46 0.678
F 5.12 3.22 -0.28 -0.217
F 3.22 4.35 -0.18 -0.195
F 5.06 5.03 0.78 -0.225
C 0.68 -3.81 1.98 -0.845
O 0.32 -2.59 2.63 -0.254
C -0.25 -2.80 3.93 -0.626
C -0.14 -1.48 4.72 -0.498
O -0.43 -0.42 3.88 -0.255
C -0.98 0.67 4.64 -0.837
H 1.29 -3.61 1.10 0.298
H -0.15 -4.46 1.70 0.324
H 1.32 -4.41 2.62 0.313
H 0.38 -3.52 4.46 0.368
H -1.26 -3.20 3.85 0.384
H 0.81 -1.46 5.25 0.345
H -0.96 -1.63 5.43 0.332
H -1.94 0.51 5.13 0.341
H -1.24 1.48 3.96 0.299
H -0.36 0.91 5.51 0.332
C -0.41 -1.40 -4.04 -0.714
O 0.49 -0.59 -3.31 -0.260
C 1.53 -0.11 -4.16 -0.733
C 1.12 0.97 -5.21 -0.493
O 0.31 0.35 -6.22 -0.314
C -0.09 1.27 -7.19 -0.704
H -1.06 -1.92 -3.33 0.229
H 0.14 -2.22 -4.50 0.341
H -0.95 -0.88 -4.83 0.239
H 2.01 -0.93 -4.69 0.364
H 2.39 0.23 -3.59 0.431
H 1.98 1.41 -5.71 0.460
H 0.52 1.75 -4.75 0.325
H -0.82 1.94 -6.73 0.289
H -0.66 0.90 -8.04 0.257
H 0.81 1.77 -7.54 0.280
```

Computed properties:
HOMO level, eV: -10.3
Frontier orbital gap, eV: 3.0
Total charge: 0
Lowest unoccupied orbital energy, Eh: -0.268
Energy, eV: -164671.986

---

# 3
8 unconnected molecules or ions with the total composition C27H48N3O12, computed with wB97M-V/def2-TZVPD.

Geometry as XYZ:
```
90
Properties=species:S:1:pos:R:3:mulliken_charge:R:1
C 1.26 -5.33 2.44 -1.587
C 1.18 -4.66 0.97 0.851
O 0.31 -5.07 0.22 -0.370
N 2.07 -3.56 0.48 0.330
H 1.45 -2.85 0.49 -0.257
H 2.89 -3.21 1.10 0.441
C 2.59 -3.78 -0.97 -1.089
H 0.72 -6.20 2.36 0.385
H 0.92 -4.72 2.97 0.557
H 2.27 -5.35 2.76 0.448
H 1.63 -4.03 -1.48 0.311
H 3.04 -4.69 -1.20 0.391
H 3.14 -3.07 -1.08 0.599
C 3.72 2.07 2.62 -0.782
C 2.94 1.49 3.77 0.548
O 3.16 1.90 4.87 -0.435
N 1.89 0.36 3.52 0.277
H 1.40 0.45 2.67 -0.017
H 2.30 -0.48 3.34 0.404
C 1.05 -0.13 4.72 -1.411
H 4.61 1.62 2.44 0.559
H 3.87 3.16 2.87 0.299
H 3.21 1.89 1.54 -0.048
H 0.52 0.55 4.83 0.562
H 1.70 -0.54 5.47 0.352
H 0.60 -0.89 4.36 0.600
N 0.09 -0.76 0.17 0.875
O 0.51 -1.32 1.26 -0.881
O 0.25 -1.32 -0.88 -0.499
O -0.59 0.24 0.30 -0.796
C -0.88 3.73 3.37 -1.071
C 0.12 3.79 2.20 0.595
C 1.34 4.48 2.61 -1.436
O 0.49 2.46 1.89 0.315
H -0.33 3.34 4.34 0.208
H -1.81 3.18 3.04 0.191
H -1.14 4.88 3.66 0.394
H -0.10 4.42 1.38 0.396
H 1.88 4.22 3.68 0.179
H 0.82 5.44 2.96 0.414
H 2.08 4.76 1.85 0.265
H -0.24 2.10 1.21 -0.137
C -0.25 1.58 -2.70 -0.181
C -1.51 2.03 -3.64 0.334
C -2.60 0.97 -3.69 -0.969
O -2.01 3.17 -3.12 -0.582
H 0.54 2.24 -2.82 0.359
H -0.16 0.48 -2.91 0.164
H -0.39 1.55 -1.63 -0.307
H -1.26 1.99 -4.82 0.205
H -3.11 0.68 -2.71 -0.023
H -2.18 -0.07 -4.21 0.171
H -3.52 1.15 -4.19 0.512
H -2.60 3.05 -2.30 0.343
C -4.74 -0.05 0.89 -1.279
C -3.84 1.19 0.79 1.694
C -4.69 2.43 1.21 -1.310
O -2.78 1.13 1.76 -0.558
H -5.20 -0.37 1.84 0.334
H -4.29 -1.01 0.42 0.103
H -5.59 0.02 0.20 0.406
H -3.44 1.29 -0.15 -0.524
H -5.79 2.43 0.70 0.322
H -4.04 3.30 1.05 0.359
H -5.03 2.59 2.45 0.218
H -1.93 0.76 1.17 0.354
C 4.25 1.35 -3.68 -0.574
C 4.48 2.83 -3.58 -0.592
C 3.93 3.55 -2.33 0.121
O 4.08 4.69 -2.02 -0.497
C 3.14 2.67 -1.36 -0.214
C 2.98 1.15 -1.53 0.162
C 3.39 0.56 -2.84 0.591
O 3.10 -0.64 -2.98 -0.545
H 4.81 0.91 -4.55 0.360
H 4.94 3.25 -4.41 0.471
H 2.57 3.13 -0.62 0.592
H 2.52 0.52 -0.79 0.089
C -2.30 -3.74 -1.50 -0.579
C -1.98 -3.18 -2.92 -0.350
C -2.42 -4.18 -4.20 0.385
O -2.44 -3.68 -5.29 -0.502
C -2.79 -5.44 -3.75 -0.328
C -2.92 -5.97 -2.35 -0.551
C -2.71 -5.10 -1.23 0.591
O -3.09 -5.44 -0.12 -0.584
H -1.96 -3.05 -0.81 0.711
H -1.72 -2.19 -3.09 0.497
H -2.96 -6.17 -4.75 0.224
H -3.45 -6.86 -2.06 0.445
```

Computed properties:
HOMO level, eV: -11.4
Frontier orbital gap, eV: 7.1
Total charge: +1
Lowest unoccupied orbital energy, Eh: -0.156
Energy, eV: -57788.753

---

# 4
2 unconnected molecules or ions with the total composition C4H4N2O, computed with wB97M-V/def2-TZVPD.

Geometry as XYZ:
```
11
Properties=species:S:1:pos:R:3:mulliken_charge:R:1
C 0.18 0.03 -1.55 -0.125
C 0.27 -1.37 -1.48 -0.149
C 0.50 -0.22 -0.22 -0.354
C -0.58 1.53 2.30 0.568
N -0.11 -1.51 -0.15 -0.200
N -0.65 2.10 1.25 -0.437
O -0.50 1.18 3.40 -0.411
H 0.42 0.75 -2.30 0.316
H 0.91 -2.06 -2.02 0.218
H 0.30 -2.23 0.44 0.243
H -0.75 1.79 0.31 0.331
```

Computed properties:
HOMO level, eV: -9.2
Frontier orbital gap, eV: 9.8
SMILES: C1=C2N[C@@H]12.N=C=O
Total charge: 0
Lowest unoccupied orbital energy, Eh: 0.023
Energy, eV: -9235.726

---

# 5
A molecular structure, C22H28MnN6O5S, computed with wB97M-V/def2-TZVPD.

Geometry as XYZ:
```
63
Properties=species:S:1:pos:R:3:mulliken_charge:R:1
Mn -0.07 -1.07 0.62 -0.483
C 3.33 0.12 2.87 -1.756
C 2.34 -0.55 2.01 1.277
N 1.07 -0.38 2.07 1.181
N 0.48 0.42 3.01 -1.265
C -0.81 0.38 2.80 0.493
O -1.34 -0.34 1.84 -1.271
C -1.73 1.15 3.65 0.423
C -3.10 0.91 3.58 -0.129
C -3.97 1.63 4.37 -0.874
C -3.49 2.60 5.24 -0.358
C -2.12 2.85 5.31 -0.731
C -1.24 2.12 4.52 -0.320
C 2.73 -1.50 0.94 0.591
C 4.04 -1.86 0.67 -0.848
C 4.28 -2.76 -0.35 -0.545
C 3.23 -3.28 -1.08 -0.759
C 1.94 -2.87 -0.76 0.091
N 1.71 -2.01 0.23 0.065
H 2.83 0.70 3.64 0.385
H 3.92 0.79 2.24 0.367
H 4.01 -0.60 3.33 0.398
H -3.46 0.14 2.91 0.480
H -5.04 1.43 4.33 0.413
H -4.17 3.17 5.86 0.405
H -1.74 3.60 5.98 0.400
H -0.18 2.30 4.57 0.469
H 4.85 -1.43 1.24 0.479
H 5.30 -3.06 -0.58 0.442
H 3.38 -3.98 -1.88 0.484
H 1.08 -3.23 -1.29 0.200
C -1.71 -2.47 -2.82 -0.727
O -1.42 -1.30 -2.02 -0.011
C -1.65 -1.49 -0.70 1.629
O -1.14 -2.51 -0.09 -0.683
H -1.67 -2.15 -3.86 0.263
H -2.70 -2.85 -2.59 0.363
H -0.96 -3.25 -2.64 0.241
N -4.45 1.30 -0.01 -0.401
C -3.31 0.69 -0.33 1.016
N -2.27 1.39 -0.70 -0.204
S -3.35 -1.03 -0.21 -0.384
H -4.54 2.31 -0.05 0.192
H -5.25 0.77 0.30 0.223
H -2.31 2.40 -0.67 0.315
H -1.33 0.99 -0.86 -0.430
O 2.49 1.01 -0.15 -0.623
C 1.53 1.06 -0.92 0.212
O 0.37 0.47 -0.67 0.862
C 1.67 1.71 -2.21 -1.028
N 1.41 -1.10 -3.39 -0.296
C 0.88 -0.39 -4.56 -0.573
C 1.09 1.12 -4.58 -0.843
C 0.65 1.80 -3.28 0.037
H 2.66 2.12 -2.40 0.482
H 0.94 -0.77 -2.55 -0.236
H 2.40 -0.91 -3.28 0.335
H -0.20 -0.59 -4.60 0.085
H 1.31 -0.83 -5.46 0.471
H 0.51 1.53 -5.42 0.406
H 2.14 1.36 -4.78 0.326
H -0.30 1.37 -2.94 -0.168
H 0.47 2.87 -3.49 0.448
```

Computed properties:
HOMO level (alpha / beta), eV: -10.5 / -11.1
Frontier orbital gap (alpha / beta), eV: 7.2 / 7.6
Total charge: +1
Lowest unoccupied orbital energy (alpha / beta), Eh: -0.122 / -0.129
Energy, eV: -84596.715
Spin multiplicity: 5

---

- Which of these has the highest energy?
  C4H4N2O

---

- Which of these has the lowest energy?
  C12H20F12N2O12S4Zn

---

- Look up the total charge of the third one.
  +1